No. 1
Formula: C33H50Br3F24O6P
Source: OMol25
Level of theory: wB97M-V/def2-TZVPD

Last column: Mulliken charge in e.
Element x y z (Å)
C  4.10127  1.58390  3.41357  -0.597
C  3.32700  2.88591  3.63645  -0.891
C  1.82529  2.66392  3.42041  -0.215
C  1.43671  2.62126  1.92530  -0.600
P  -0.35854  2.82344  1.65418  0.978
C  -0.90165  4.52059  1.94905  -1.231
C  -2.43910  4.81938  1.91984  -0.408
C  -2.77453  6.26389  2.22819  -0.481
C  -2.83196  6.52801  3.74884  -1.245
C  -1.20961  1.77899  2.89542  -1.137
C  -0.77571  0.29811  2.82989  1.022
C  -1.41846  -0.56690  3.90955  -0.654
C  -1.38493  -0.10048  5.37889  -1.412
C  -0.89042  2.32317  -0.04840  1.126
C  -0.09489  3.02616  -1.15403  -0.869
C  -0.43733  2.46246  -2.55642  0.893
C  -1.74093  3.07329  -3.10441  -1.461
H  3.76047  1.11601  2.48480  -0.344
H  3.87395  0.85563  4.19265  0.364
H  5.16713  1.76803  3.29475  0.394
H  3.69278  3.65632  2.95413  0.411
H  3.53400  3.23210  4.65050  0.358
H  1.36922  3.58956  3.78434  0.254
H  1.48983  1.74850  3.90352  0.022
H  1.69100  1.71508  1.36346  -0.075
H  1.94238  3.44211  1.40865  0.916
H  -0.44009  5.16351  1.19378  0.657
H  -0.48875  4.87936  2.89515  0.533
H  -2.97851  4.21823  2.65801  0.345
H  -2.84683  4.50229  0.95883  0.213
H  -3.75566  6.51496  1.82924  0.333
H  -1.95935  6.90872  1.89203  0.293
H  -3.03971  7.54330  4.08942  0.390
H  -1.86486  6.26257  4.18211  0.270
H  -3.63619  5.96161  4.22556  0.309
H  -2.27957  1.82677  2.67921  0.703
H  -0.99965  2.20367  3.87798  0.552
H  0.31000  0.25718  2.95646  0.024
H  -0.99484  -0.18154  1.87650  -0.890
H  -0.99482  -1.57350  3.89342  0.575
H  -2.48448  -0.68323  3.70110  0.097
H  -1.73318  -0.83229  6.10289  0.432
H  -2.04657  0.76427  5.46931  0.280
H  -0.35476  0.19016  5.60102  0.283
H  -1.92425  2.66434  -0.14166  0.682
H  -0.77950  1.24472  -0.16672  -1.338
H  0.96364  2.76691  -1.06919  0.110
H  -0.21968  4.10753  -1.08164  0.483
H  -0.33322  1.38150  -2.56167  -0.845
H  0.34260  2.86614  -3.20486  0.349
H  -1.89449  2.84122  -4.15685  0.373
H  -1.76173  4.15825  -2.99943  0.445
H  -2.56824  2.66769  -2.51619  0.176
O  -0.26288  -1.13489  -0.45221  0.084
C  1.10853  -1.18226  -0.65304  -0.994
O  1.56540  -2.31804  -0.95914  -0.461
O  1.71376  -0.09316  -0.51268  0.615
H  -0.32829  -2.09135  -0.69339  -0.332
C  3.71781  -0.91556  -3.03041  -0.223
C  2.70049  -0.31252  -3.97979  0.785
C  1.46845  -1.20927  -4.21009  1.146
F  0.61052  -0.55771  -5.04157  -0.311
F  1.77840  -2.43107  -4.69168  -0.252
F  2.29208  0.87323  -3.44717  -0.204
F  3.21141  -0.03111  -5.20294  -0.369
O  4.94786  -0.23195  -3.01004  -0.430
C  5.54920  -0.17346  -1.76234  0.786
C  4.76636  0.64988  -0.70302  1.696
F  5.57722  0.84384  0.37392  -0.299
F  4.40804  1.85331  -1.20256  -0.319
F  5.72298  -1.43765  -1.35475  -0.207
F  6.77909  0.30295  -1.98498  -0.324
H  3.89019  -1.96121  -3.30934  0.277
H  3.29671  -1.04294  -2.02827  -0.086
H  0.89048  -1.35189  -3.28839  -0.592
H  3.85898  0.15854  -0.33775  -0.925
C  0.62181  -4.44484  -3.09614  -0.116
C  1.99637  -5.06900  -2.86831  0.974
C  2.12212  -5.60196  -1.42965  0.643
F  1.45387  -6.76355  -1.25193  -0.310
F  3.40231  -5.82510  -1.02643  -0.243
F  2.35632  -6.05062  -3.74371  -0.389
F  2.88656  -4.06716  -3.10787  -0.241
O  -0.41308  -5.32370  -2.67094  -0.453
C  -1.63744  -4.71022  -2.58568  0.856
C  -2.64783  -5.77507  -2.14802  0.095
F  -2.32595  -6.41610  -1.00891  -0.264
F  -3.89034  -5.24845  -2.10687  -0.260
F  -1.64463  -3.70907  -1.68596  -0.191
F  -2.03379  -4.28762  -3.79826  -0.290
H  0.57927  -4.19353  -4.15836  0.552
H  0.58551  -3.54556  -2.47707  -0.553
H  1.71731  -4.84146  -0.75050  -0.174
H  -2.65077  -6.55423  -2.91569  0.287
C  -4.94046  -1.43269  -0.62311  -1.098
C  -4.84745  -1.40492  0.88384  1.025
C  -3.84089  -2.46841  1.40775  0.658
F  -4.02231  -2.82193  2.69159  -0.317
F  -3.95146  -3.58757  0.63288  -0.246
F  -4.42886  -0.14908  1.26069  -0.217
F  -6.05253  -1.61735  1.44839  -0.359
O  -3.64672  -1.22505  -1.15803  -0.086
C  -3.56629  -0.46295  -2.29992  0.402
C  -2.17703  -0.63993  -2.94166  1.732
F  -1.84252  -1.92689  -3.09372  0.075
F  -2.06094  0.07885  -4.08114  -0.299
F  -4.54022  -0.74650  -3.17511  -0.306
F  -3.74476  0.82093  -1.91138  -0.273
H  -5.62672  -0.67676  -1.00899  0.536
H  -5.33787  -2.40230  -0.92910  0.257
H  -2.82547  -2.08855  1.25162  -0.161
H  -1.43720  -0.16562  -2.28987  -1.188
C  3.89423  -3.50784  1.09773  1.085
Br  3.67847  -1.77884  2.00542  0.038
Br  3.20592  -5.04858  2.08422  -0.069
Br  5.79337  -3.85959  0.64969  -0.069
H  3.38704  -3.41969  0.14324  -1.060

The value obtained for the gap between HOMO and LUMO is 0.3501 Ha. Its spin multiplicity is 1. The energy comes out at -331954.5768 eV. The energy above the lowest of the compared OMol25 structures with the same formula, charge and spin is 0.00 kJ/mol.



No. 2
Formula: C5H8O
Source: OMol25
Level of theory: wB97M-V/def2-TZVPD

Last column: Mulliken charge in e.
Element x y z (Å)
C  -0.55422  1.11205  0.12884  -0.982
C  0.42364  0.19224  0.04175  0.496
C  1.84742  0.46338  0.37203  -1.100
C  -0.24500  -1.09320  -0.43776  -0.517
C  -1.74114  -0.73729  -0.14951  0.073
O  -2.26174  -0.97426  0.92028  -0.534
H  -0.95335  1.11445  -0.85865  0.336
H  -0.78795  1.90150  0.82630  0.349
H  2.24041  -0.08602  1.22336  0.281
H  1.95003  1.54363  0.53181  0.317
H  2.45110  0.22128  -0.51654  0.296
H  -0.05528  -1.85951  0.32380  0.291
H  0.01513  -1.50301  -1.42591  0.288
H  -2.32904  -0.29523  -0.97981  0.407

The value obtained for the gap between HOMO and LUMO is 0.3346 Ha. Its spin multiplicity is 1. The energy comes out at -7358.7855 eV. The energy above the lowest of the compared OMol25 structures with the same formula, charge and spin is 334.78 kJ/mol. The SMILES is C=C(C)CC=O.



No. 3
Formula: CHIN2
Source: OMol25
Level of theory: wB97M-V/def2-TZVPD

Last column: Mulliken charge in e.
Element x y z (Å)
C  0.34921  0.01078  0.58462  0.061
N  -0.30145  -0.15859  1.46278  -0.297
N  0.43129  -3.63527  0.25750  -0.365
I  0.34320  -3.74905  2.09911  0.358
H  1.17406  0.36624  -0.05632  0.243

The value obtained for the gap between HOMO and LUMO (spin up / spin down) is 0.2907 / 0.2889 Ha. Its spin multiplicity is 1. The energy comes out at -12128.9182 eV. The energy above the lowest of the compared OMol25 structures with the same formula, charge and spin is 338.84 kJ/mol.



No. 4
Formula: C16H16N2O4
Source: OMol25
Level of theory: wB97M-V/def2-TZVPD

Last column: Mulliken charge in e.
Element x y z (Å)
C  4.70301  1.97553  1.24496  -1.099
C  4.59554  1.10890  -0.00582  -0.579
O  3.63610  0.07827  0.12592  -0.384
C  2.30283  0.35301  0.02635  1.135
C  1.79085  1.60819  -0.29566  -0.322
C  0.43390  1.84453  -0.36442  -1.478
C  -0.45863  0.80895  -0.10710  0.077
C  -1.87673  1.05507  -0.16261  0.543
N  -2.46576  2.18650  -0.43023  -0.396
N  -3.78561  1.97653  -0.37787  -0.539
C  -3.96018  0.71935  -0.07914  0.625
C  -5.21551  0.05560  0.08093  0.380
C  -6.49048  0.55655  -0.03247  -0.602
C  -7.35282  -0.52765  0.22573  -0.366
C  -6.54667  -1.59971  0.47518  -0.499
O  -5.25563  -1.25858  0.39044  -0.362
O  -2.78180  0.07333  0.07185  -0.335
C  0.03644  -0.45739  0.18947  -0.240
C  1.39933  -0.70989  0.25389  0.097
O  1.72239  -1.98635  0.60653  -0.531
C  2.91128  -2.60329  0.14050  -0.229
C  2.97069  -2.68612  -1.38035  -1.053
H  3.76827  2.49348  1.44405  0.359
H  5.49335  2.70934  1.11332  0.387
H  4.93881  1.35283  2.10436  0.311
H  5.53645  0.57400  -0.16632  0.378
H  4.39400  1.71908  -0.89418  0.358
H  2.46169  2.42925  -0.48949  0.357
H  0.05167  2.82204  -0.60706  0.485
H  -6.74667  1.56732  -0.26933  0.551
H  -8.42310  -0.51469  0.22667  0.458
H  -6.76773  -2.62077  0.71637  0.453
H  -0.63662  -1.27731  0.38463  0.544
H  3.79762  -2.09481  0.52960  0.184
H  2.86049  -3.60763  0.57081  0.390
H  3.04702  -1.69180  -1.81360  0.251
H  2.07334  -3.16581  -1.76481  0.307
H  3.83890  -3.26587  -1.68114  0.382

The value obtained for the gap between HOMO and LUMO is 0.3009 Ha. Its spin multiplicity is 1. The energy comes out at -28019.9537 eV. The energy above the lowest of the compared OMol25 structures with the same formula, charge and spin is 320.19 kJ/mol. The SMILES is CCOc1ccc(-c2nnc(-c3ccco3)o2)cc1OCC.